[1]
# C4H5NO2

The molecule C4H5NO2 (wB97M-V/def2-TZVPD, the OMol25 dataset).

HOMO level, eV: -9.799
Relative energy (zero: lowest compared OMol25 entry of this formula, charge and spin), kcal per mole: 58.3
SMILES: O=C[C@H]1CN=CO1
Gap between HOMO and LUMO, eV: 10.223
E, eV: -9811.78559

Geometry as ORCA input:
```
! wB97M-V def2-TZVPD RIJCOSX def2/J DEFGRID3
* xyz 0 1
O -0.60 -1.49 -2.22
C 0.21 -0.86 -1.58
C 0.05 0.43 -0.74
C -1.03 0.06 0.58
N -0.17 0.21 1.73
C 0.98 0.52 1.33
O 1.26 0.68 0.00
H 1.01 -1.53 -0.92
H -0.20 1.32 -1.34
H -1.77 0.85 0.47
H -1.65 -0.87 0.77
H 1.84 0.69 1.99
*
```

[2]
# C24H26MnNO7P2S2

A structure of composition C24H26MnNO7P2S2 (wB97M-V/def2-TZVPD, the OMol25 dataset).

HOMO level (spin up / spin down), eV: 0.903 / -0.735
Relative energy (zero: lowest compared OMol25 entry of this formula, charge and spin), kcal per mole: 26.2
Gap between HOMO and LUMO (spin up / spin down), eV: 3.633 / 5.270
E, eV: -112705.92794

Geometry as ORCA input:
```
! wB97M-V def2-TZVPD RIJCOSX def2/J DEFGRID3
* xyz -2 5
Mn -0.46 0.06 -0.01
O 5.51 -0.36 -0.04
C 4.14 -0.21 -0.09
C 3.47 -0.17 -1.28
C 2.04 -0.02 -1.26
N 1.45 0.05 -0.01
C 2.10 0.00 1.12
C 3.49 -0.11 1.16
C 1.13 0.03 2.30
O 1.53 0.01 3.45
O -0.13 0.06 1.92
C 1.10 0.04 -2.34
O 1.41 -0.05 -3.54
O -0.18 0.21 -1.93
H 5.82 -0.41 -0.96
H 3.99 -0.26 -2.24
H 4.02 -0.14 2.10
C -3.23 5.04 0.67
C -2.63 4.00 1.61
O -2.80 2.69 1.09
P -1.82 2.03 -0.06
S -2.80 0.16 0.03
S -0.07 2.98 0.09
O -2.37 2.64 -1.47
C -3.60 2.28 -2.08
C -3.33 1.37 -3.26
H -3.16 6.04 1.12
H -4.28 4.82 0.47
H -2.68 5.05 -0.27
H -3.13 4.00 2.57
H -1.57 4.20 1.76
H -4.07 3.22 -2.41
H -4.27 1.80 -1.37
H -2.71 1.88 -4.00
H -4.27 1.06 -3.73
H -2.79 0.49 -2.92
C -1.45 -2.66 -1.99
P -0.51 -2.36 -0.45
C -1.37 -3.49 0.72
C -1.92 -2.93 1.87
C -2.59 -3.74 2.79
C -2.72 -5.10 2.57
C -2.16 -5.67 1.43
C -1.49 -4.86 0.51
C 1.06 -3.27 -0.77
C 1.73 -3.92 0.25
C 2.99 -4.47 0.03
C 3.59 -4.37 -1.21
C 2.93 -3.70 -2.23
C 1.67 -3.15 -2.01
H -1.05 -2.01 -2.76
H -2.48 -2.34 -1.79
H -1.43 -3.71 -2.30
H -1.81 -1.87 2.05
H -3.02 -3.29 3.68
H -3.24 -5.72 3.28
H -2.24 -6.73 1.25
H -1.04 -5.30 -0.37
H 1.28 -3.98 1.24
H 3.51 -4.97 0.85
H 4.58 -4.79 -1.38
H 3.41 -3.58 -3.20
H 1.20 -2.57 -2.80
*
```

[3]
# C15H31ClO4P2Re

A structure of composition C15H31ClO4P2Re (wB97M-V/def2-TZVPD, the OMol25 dataset).

HOMO level (spin up / spin down), eV: -14.224 / -15.340
Relative energy (zero: lowest compared OMol25 entry of this formula, charge and spin), kcal per mole: 98.2
Gap between HOMO and LUMO (spin up / spin down), eV: 6.249 / 7.211
E, eV: -57448.56501

Geometry as ORCA input:
```
! wB97M-V def2-TZVPD RIJCOSX def2/J DEFGRID3
* xyz 2 4
P -3.54 4.44 -0.11
P -4.56 0.77 -0.24
C -4.70 3.44 -0.97
C -5.42 2.36 -0.15
H -4.09 3.03 -1.77
H -5.42 4.14 -1.38
H -5.67 2.63 0.89
H -6.32 2.06 -0.68
C -4.38 0.39 -1.97
H -3.75 -0.51 -2.11
H -3.94 1.26 -2.50
H -5.41 0.21 -2.33
C -5.79 -0.47 0.27
H -6.60 -0.32 -0.47
H -6.19 -0.31 1.28
H -5.41 -1.50 0.16
C -2.34 5.23 -1.17
H -1.36 5.49 -0.73
H -2.83 6.15 -1.54
H -2.12 4.55 -2.01
C -4.65 5.54 0.84
H -5.41 4.93 1.36
H -5.10 6.17 0.06
H -4.21 6.18 1.61
Re -1.25 1.16 -2.44
C -3.34 0.50 1.80
C -2.82 0.93 0.44
C -2.21 2.40 0.45
C -1.26 2.92 1.56
C -1.92 4.09 2.22
C -2.95 3.93 3.11
C -3.73 2.69 3.18
C -3.06 1.28 2.94
C 0.39 0.32 -1.46
H -3.39 -0.59 1.90
H -2.29 0.34 -0.39
H -3.19 2.89 0.79
H -1.73 2.70 -0.53
H -1.00 2.12 2.25
H -0.31 3.22 1.11
H -1.48 5.08 1.98
H -3.33 4.75 3.69
H -4.68 2.68 2.62
H -4.11 2.61 4.22
H -1.99 1.31 3.12
H -3.42 0.67 3.77
H 0.18 -0.73 -1.34
H 0.85 0.69 -0.53
H 1.11 0.36 -2.28
O 1.86 -2.08 -3.39
Cl 0.59 -2.62 -2.78
O -1.73 -0.25 -3.31
O 0.62 -3.53 -1.61
O -1.50 2.78 -3.01
*
```

[4]
# C52H62F4O14

A cluster of 11 separate species, C52H62F4O14 in total (wB97M-V/def2-TZVPD, the OMol25 dataset).

HOMO level, eV: -9.175
SMILES: Fc1ccccc1.Fc1ccccc1.Fc1ccccc1.Fc1ccccc1.O=C1CCCO1.O=C1CCCO1.O=C1CCCO1.O=C1CCCO1.O=C1CCCO1.O=C1CCCO1.O=C1CCCO1
Gap between HOMO and LUMO, eV: 9.331
E, eV: -94463.82729

Geometry as ORCA input:
```
! wB97M-V def2-TZVPD RIJCOSX def2/J DEFGRID3
* xyz 0 1
F -10.71 -13.91 -3.32
C -11.95 -14.39 -3.62
C -12.87 -13.61 -4.31
C -14.20 -14.09 -4.48
C -14.52 -15.37 -3.98
C -13.65 -16.07 -3.16
C -12.35 -15.57 -2.99
H -12.56 -12.66 -4.72
H -14.81 -13.44 -5.09
H -15.51 -15.77 -4.09
H -13.92 -16.99 -2.66
H -11.64 -16.06 -2.34
F -21.95 -10.23 -6.25
C -21.83 -11.10 -7.31
C -20.84 -10.86 -8.22
C -20.60 -11.80 -9.23
C -21.41 -12.91 -9.36
C -22.35 -13.22 -8.41
C -22.62 -12.26 -7.45
H -20.17 -10.04 -8.05
H -19.77 -11.62 -9.89
H -21.22 -13.65 -10.12
H -22.96 -14.05 -8.74
H -23.39 -12.45 -6.71
F -24.30 -14.32 -14.86
C -23.01 -14.27 -14.56
C -22.23 -15.41 -14.66
C -20.92 -15.31 -14.13
C -20.41 -14.08 -13.61
C -21.20 -12.99 -13.61
C -22.51 -13.10 -14.03
H -22.56 -16.31 -15.17
H -20.27 -16.17 -14.05
H -19.38 -13.98 -13.32
H -20.89 -12.03 -13.22
H -23.11 -12.20 -13.97
F -15.81 -15.10 -7.75
C -16.32 -14.22 -8.62
C -16.57 -14.71 -9.90
C -17.18 -13.88 -10.88
C -17.51 -12.59 -10.55
C -17.13 -12.05 -9.35
C -16.53 -12.87 -8.35
H -16.36 -15.75 -10.10
H -17.46 -14.23 -11.86
H -18.06 -11.94 -11.22
H -17.41 -11.01 -9.25
H -16.26 -12.44 -7.39
O -17.48 -16.07 -13.78
C -17.08 -17.17 -13.40
C -15.81 -17.39 -12.69
C -15.87 -18.90 -12.43
C -17.09 -19.46 -13.05
O -17.78 -18.34 -13.66
H -14.94 -17.04 -13.25
H -15.80 -16.82 -11.77
H -15.00 -19.42 -12.85
H -15.94 -19.12 -11.37
H -16.85 -20.16 -13.85
H -17.60 -19.99 -12.24
O -19.16 -10.00 -4.37
C -19.20 -11.22 -4.55
C -18.22 -12.13 -5.26
C -19.07 -13.31 -5.64
C -20.14 -13.29 -4.55
O -20.26 -11.91 -4.17
H -17.79 -11.57 -6.09
H -17.47 -12.43 -4.52
H -19.44 -13.20 -6.66
H -18.49 -14.24 -5.60
H -21.11 -13.66 -4.86
H -19.87 -13.74 -3.59
O -12.46 -11.98 -7.03
C -13.06 -11.43 -7.99
C -13.30 -9.90 -8.06
C -14.27 -9.77 -9.27
C -13.96 -11.04 -10.10
O -13.44 -12.03 -9.09
H -13.61 -9.53 -7.08
H -12.34 -9.47 -8.34
H -15.34 -9.76 -9.03
H -14.22 -8.83 -9.83
H -14.87 -11.43 -10.56
H -13.23 -10.83 -10.88
O -19.48 -19.45 -10.13
C -19.86 -18.32 -10.21
C -21.21 -17.81 -10.64
C -21.22 -16.36 -10.27
C -19.68 -16.06 -10.25
O -19.09 -17.32 -9.98
H -21.40 -17.93 -11.71
H -21.92 -18.42 -10.07
H -21.73 -15.70 -10.97
H -21.61 -16.28 -9.25
H -19.35 -15.76 -11.24
H -19.37 -15.42 -9.43
O -15.65 -19.32 -4.39
C -14.97 -19.06 -5.42
C -13.55 -19.48 -5.82
C -13.42 -18.77 -7.17
C -14.47 -17.67 -7.19
O -15.45 -18.11 -6.18
H -12.87 -19.18 -5.02
H -13.58 -20.56 -5.88
H -12.47 -18.34 -7.49
H -13.62 -19.52 -7.94
H -14.08 -16.70 -6.88
H -15.01 -17.68 -8.14
O -16.62 -9.42 -11.40
C -17.08 -8.44 -10.77
C -18.23 -8.43 -9.78
C -18.57 -6.96 -9.69
C -17.30 -6.22 -10.18
O -16.61 -7.20 -11.00
H -19.05 -9.09 -10.04
H -17.88 -8.78 -8.81
H -19.43 -6.78 -10.34
H -18.85 -6.64 -8.69
H -17.50 -5.35 -10.80
H -16.65 -5.96 -9.34
O -21.92 -17.57 -6.52
C -20.71 -17.54 -6.30
C -19.83 -16.34 -6.20
C -18.51 -17.02 -6.29
C -18.65 -18.47 -5.92
O -19.98 -18.66 -6.17
H -19.95 -15.64 -7.03
H -20.04 -15.92 -5.22
H -18.14 -16.82 -7.29
H -17.81 -16.53 -5.61
H -18.00 -19.07 -6.55
H -18.40 -18.66 -4.88
*
```

[5]
# C4H13O3PSi

A cluster of 2 separate species, C4H13O3PSi in total (wB97M-V/def2-TZVPD, the OMol25 dataset).

HOMO level (spin up / spin down), eV: -6.991 / -7.496
Relative energy (zero: lowest compared OMol25 entry of this formula, charge and spin), kcal per mole: 58.9
Gap between HOMO and LUMO (spin up / spin down), eV: 7.090 / 7.482
E, eV: -27665.02594

Geometry as ORCA input:
```
! wB97M-V def2-TZVPD RIJCOSX def2/J DEFGRID3
* xyz 0 1
C 0.28 -2.14 1.75
C 0.87 0.25 -2.76
C 2.14 1.68 1.48
C -2.77 0.66 0.16
O 0.80 -0.97 1.28
O 0.70 -0.44 -1.54
O 1.67 1.33 0.25
Si 0.55 0.06 0.02
P -3.34 -0.39 -1.08
H 0.65 -2.99 1.17
H -0.86 -2.20 1.51
H 0.61 -2.13 2.82
H 1.73 -0.28 -3.31
H 1.23 1.18 -2.55
H 0.07 0.46 -3.37
H 3.07 1.14 1.58
H 1.37 1.56 2.22
H 2.36 2.77 1.56
H -2.51 1.73 -0.07
H -3.25 0.65 1.24
H -3.01 -1.50 -0.34
H -2.38 -0.43 -2.04
*
```